Record 1
ORCA calculation (ωB97M-V with the def2-TZVPD basis set) on an isolated ion of composition C5H8N and charge +1.

Each line ends with the Mulliken charge.
Atoms and positions in Å:
C  -0.3734  1.3669  0.3811  -0.321
C  -0.1677  0.0180  -0.0482  0.515
C  0.5831  2.0320  -0.5604  -0.473
C  -0.3193  0.9253  -1.0958  -0.602
C  -0.1068  -1.2590  -0.1972  -0.508
N  0.1006  -2.1484  0.9597  -0.327
H  -1.1327  1.6041  1.0504  0.352
H  0.2187  3.0578  -0.6752  0.275
H  1.6181  1.8240  -0.4925  0.224
H  -0.9819  1.1704  -1.9216  0.293
H  0.1514  -1.5223  -1.1503  0.372
H  0.4575  -1.6178  1.8219  0.379
H  0.7969  -2.9612  0.5754  0.424
H  -0.8444  -2.4897  1.3528  0.397

Forces on the atoms, in the same order (eV/Å):
1.22 -1.56 -0.20
0.03 0.85 -0.49
-1.88 0.30 0.71
-0.12 3.78 -1.25
0.25 -0.72 2.67
0.08 -1.75 0.66
-1.08 1.13 0.79
0.71 -0.20 -0.67
0.89 0.11 0.21
-0.24 -0.88 0.35
0.38 -1.94 -1.90
0.19 -0.93 -1.74
-2.23 2.10 1.99
1.79 -0.28 -1.13

The value obtained for the energy above the lowest of the compared OMol25 structures with the same formula, charge and spin is 426.69 kJ/mol. The SMILES is [NH3+]/C=C1\[C@H]2C[C@@H]12. The calculation puts the HOMO energy at -13.27 eV. The spin multiplicity is 1. As for the total energy: -249.66263 Ha. The maximum force is 3.98 eV/A. As for the HOMO-LUMO gap: 0.34320 Eh. The net charge is +1.

---

Record 2
ORCA calculation (ωB97M-V with the def2-TZVPD basis set) on C2H7S2 as an isolated structure.

Each line ends with the Mulliken charge.
Atoms and positions in Å:
C  0.1890  1.2782  -1.5622  -0.720
S  1.4301  0.9300  -0.2459  -0.528
H  0.4884  2.2822  -1.9559  0.215
H  0.2338  0.4387  -2.3115  0.220
H  -0.8217  1.1961  -1.1454  0.230
C  -0.5092  -1.0502  1.5594  -0.712
S  -0.2613  -1.6543  -0.0799  -0.455
H  -1.2817  -1.7098  2.0975  0.225
H  0.4324  -1.1395  2.2217  0.221
H  -0.7469  0.0442  1.5734  0.232
H  0.8471  -0.6156  -0.1512  0.073

Forces on the atoms, in the same order (eV/Å):
0.73 -0.67 -0.08
0.49 0.80 -0.12
-0.78 -0.95 -0.04
0.13 1.10 0.33
0.14 0.55 -0.10
0.09 -0.26 2.78
-0.29 -1.24 -0.59
0.79 1.27 -0.72
-1.18 0.07 -1.07
-0.16 -0.97 0.04
0.03 0.29 -0.43

The value obtained for the energy above the lowest of the compared OMol25 structures with the same formula, charge and spin is 92.39 kJ/mol. The calculation puts the HOMO energy at -2.71 eV. The spin multiplicity is 1. As for the total energy: -876.77480 Ha. The maximum force is 2.79 eV/A. As for the HOMO-LUMO gap: 0.24354 Eh. The net charge is -1.

---

Record 3
ORCA calculation (ωB97M-V with the def2-TZVPD basis set) on C28H27MnN6OS as an isolated structure.

Each line ends with the Mulliken charge.
Atoms and positions in Å:
Mn  0.3598  0.0494  -0.2333  0.005
C  5.4379  -0.2826  -1.0096  -0.483
C  5.2885  -0.1428  0.3636  -0.778
C  4.0656  -0.3650  0.9710  -0.227
C  2.9531  -0.7285  0.2001  0.599
C  3.1101  -0.8528  -1.1909  -0.066
C  4.3435  -0.6384  -1.7826  -0.869
N  1.6701  -0.8949  0.7294  -0.157
C  1.3686  -1.3489  1.9723  0.091
C  2.1535  -2.1757  2.7887  -0.532
C  1.6701  -2.5412  4.0256  -0.549
C  0.4198  -2.1020  4.5002  -0.627
C  -0.3860  -1.3076  3.7267  -0.610
C  0.0643  -0.9486  2.4475  0.570
N  -0.6056  -0.2287  1.5156  0.910
N  -1.6803  0.4244  1.7552  -1.050
C  -2.0820  1.1674  0.6741  0.295
C  -3.2982  1.8558  0.7145  -0.471
C  -3.6655  2.6372  -0.3559  -0.288
C  -2.8278  2.7225  -1.4704  -0.798
C  -1.6581  1.9998  -1.4636  -0.172
N  -1.2684  1.2388  -0.4313  0.034
H  6.4019  -0.1254  -1.4735  0.393
H  6.1385  0.1481  0.9674  0.382
H  3.9426  -0.2296  2.0377  0.534
H  2.2673  -1.1940  -1.7837  0.264
H  4.4590  -0.7678  -2.8509  0.405
H  3.1106  -2.5361  2.4391  0.582
H  2.2662  -3.1981  4.6453  0.410
H  0.0873  -2.4032  5.4840  0.398
H  -1.3601  -0.9792  4.0630  0.500
H  -3.9207  1.7380  1.5893  0.546
H  -4.5981  3.1855  -0.3417  0.444
H  -3.0811  3.3490  -2.3129  0.500
H  -0.9900  2.0204  -2.3174  0.447
C  -3.6431  1.0506  -4.7554  -0.930
C  -3.1790  -0.3520  -5.1460  -0.848
C  -2.1833  -0.9380  -4.1555  -0.703
N  -2.8499  -1.1934  -2.8799  0.301
C  -2.2307  -1.5683  -1.7749  0.221
S  -0.5326  -1.7728  -1.7564  -0.433
N  -2.9266  -1.8290  -0.6318  0.178
C  -4.3051  -1.6709  -0.3093  0.172
O  -4.5820  -1.3274  0.8099  -0.553
C  -5.3201  -2.0057  -1.3365  0.023
C  -6.5107  -1.2813  -1.3550  -0.551
C  -7.5124  -1.6213  -2.2477  -0.657
C  -7.3416  -2.6989  -3.1066  -0.474
C  -6.1722  -3.4472  -3.0645  -0.645
C  -5.1609  -3.1063  -2.1825  0.220
H  -4.3048  1.4582  -5.5183  0.413
H  -2.7890  1.7229  -4.6532  0.219
H  -4.1875  1.0449  -3.8082  0.233
H  -2.6986  -0.3194  -6.1236  0.397
H  -4.0406  -1.0215  -5.2310  0.339
H  -1.3556  -0.2481  -3.9864  0.357
H  -1.7542  -1.8680  -4.5337  0.445
H  -3.8599  -1.1901  -2.8950  0.168
H  -2.3438  -1.9277  0.1878  0.238
H  -6.6309  -0.4550  -0.6664  0.482
H  -8.4332  -1.0542  -2.2649  0.434
H  -8.1280  -2.9668  -3.7995  0.427
H  -6.0520  -4.3036  -3.7145  0.441
H  -4.2621  -3.7084  -2.1252  0.454

Forces on the atoms, in the same order (eV/Å):
-0.38 0.00 -2.28
0.02 -0.02 -0.02
0.08 0.01 0.00
-0.33 -0.01 -0.07
0.81 -0.40 -0.15
-0.01 -0.15 0.39
0.06 0.06 -0.05
1.52 -0.51 1.25
-0.44 0.44 -0.90
0.04 -0.23 0.54
0.31 0.06 -0.48
-0.51 0.24 0.18
0.09 -0.22 0.32
0.28 -0.22 -0.24
-1.19 0.44 1.35
0.33 -0.79 1.02
0.08 0.52 -1.48
0.20 -0.35 0.24
0.09 0.09 -0.30
-0.22 0.02 0.20
0.10 -0.07 -0.09
-1.16 0.93 0.59
0.00 0.02 0.01
-0.01 -0.01 0.02
0.08 0.00 0.02
0.03 0.01 -0.07
-0.04 0.01 0.00
0.01 0.03 -0.02
0.01 0.02 0.03
0.01 -0.03 -0.01
0.00 -0.01 0.00
0.01 0.03 0.03
0.00 -0.01 0.05
0.02 -0.05 -0.04
0.02 0.03 0.04
-0.03 -0.15 -0.06
0.00 0.15 0.19
0.01 -0.01 -0.23
0.05 -0.05 0.24
0.10 0.04 -0.25
0.06 -0.03 0.05
-0.14 0.06 -0.09
0.09 0.07 0.08
0.02 0.02 -0.06
-0.17 -0.18 -0.07
0.13 0.08 0.01
-0.04 0.03 -0.01
0.03 0.00 0.03
0.00 -0.04 -0.07
0.05 0.09 0.09
-0.02 0.04 0.04
0.00 0.02 0.00
0.00 0.05 0.00
-0.01 -0.06 -0.01
0.03 -0.02 -0.09
0.00 0.00 0.02
-0.02 0.00 0.05
-0.08 0.02 0.05
0.06 -0.03 0.06
-0.03 -0.02 0.01
0.01 0.00 -0.01
0.00 0.00 0.00
-0.01 0.00 0.02
0.03 0.02 -0.03

The value obtained for the energy above the lowest of the compared OMol25 structures with the same formula, charge and spin is 24.51 kJ/mol. The calculation puts the HOMO energy (alpha / beta) at -9.69 / -10.03 eV. The spin multiplicity is 6. As for the total energy: -3035.98786 Ha. Its expectation value of S² is 8.795. The maximum force is 2.31 eV/A. As for the HOMO-LUMO gap (alpha / beta): 0.19893 / 0.20404 Eh. The net charge is +1.